Density functional theory data (ωB97M-V/def2-TZVPD) for C25H24AsMnN3O10S2Si as an isolated structure.

Geometry as XYZ:
```
67
C25H24AsMnN3O10S2Si, DFT ωB97M-V/def2-TZVPD
Mn -0.0787 -0.2518 -0.6441
O -2.1983 -2.8512 1.2083
As -2.3108 -2.4963 -0.5304
O -2.7572 -0.6629 -0.4096
O -0.7195 -2.1199 -0.9698
C -3.5310 -0.1120 0.5395
C -4.5843 -0.8232 1.1271
C -5.3825 -0.2460 2.0959
C -5.1508 1.0591 2.5100
C -4.1099 1.7679 1.9360
C -3.2996 1.2040 0.9585
S -2.0956 2.3210 0.2487
O -2.8278 3.0378 -0.7785
O -1.6236 3.1218 1.3523
O -1.0070 1.5226 -0.3732
H -1.4997 -2.2875 1.6014
H -4.7595 -1.8463 0.8228
H -6.1861 -0.8256 2.5354
H -5.7634 1.5135 3.2785
H -3.8913 2.7803 2.2486
C -1.1650 1.1448 4.8201
Si -0.2453 -0.4088 4.3228
C -1.1400 -1.9284 4.9747
C 1.5021 -0.3662 5.0069
C -0.1689 -0.4985 2.5030
C -0.1096 -0.4478 1.2878
H -1.0120 1.3783 5.8775
H -2.2350 1.0316 4.6412
H -0.8231 1.9888 4.2172
H -1.2691 -1.8748 6.0591
H -0.5828 -2.8373 4.7399
H -2.1267 -2.0142 4.5146
H 1.4918 -0.3039 6.0987
H 2.0416 0.4986 4.6175
H 2.0559 -1.2603 4.7162
N 1.5607 -1.9074 -3.1341
C 0.6559 -1.0477 -3.5790
N -0.0590 -0.2080 -2.8567
C -0.9220 0.5297 -3.6799
C -1.8362 1.4916 -3.2623
C -2.6146 2.1394 -4.2062
C -2.5058 1.8513 -5.5645
C -1.6040 0.8925 -5.9974
C -0.8303 0.2448 -5.0483
S 0.3565 -0.9969 -5.3103
H 1.8069 -1.8975 -2.1360
H 2.1437 -2.4025 -3.7832
H -1.9370 1.7437 -2.2207
H -3.3164 2.8882 -3.8613
H -3.1228 2.3740 -6.2850
H -1.5042 0.6520 -7.0485
O 1.7559 0.9406 -0.6436
C 2.4844 -0.0880 -0.6498
O 1.9290 -1.2305 -0.5346
C 3.9555 0.0171 -0.8572
C 4.5789 1.2659 -0.7514
C 5.9433 1.3536 -1.0067
C 6.6774 0.2468 -1.3930
C 6.0416 -1.0045 -1.5268
C 4.6706 -1.1083 -1.2259
N 6.7516 -2.1118 -1.9629
O 8.0005 -1.9850 -2.2128
O 6.1384 -3.2231 -2.1174
H 3.9899 2.1309 -0.4809
H 6.4439 2.3118 -0.9142
H 7.7335 0.3051 -1.6104
H 4.1972 -2.0750 -1.2938
```

Output
Kohn-Sham gap (spin up / spin down) = 0.1504 / 0.2624 Eh
charge = -2
2S+1 = 6
E_tot = -172970.045 eV
energy above the lowest of the compared OMol25 structures with the same formula, charge and spin = 1.51 kJ/mol

Mulliken population analysis, charges in e, atoms 1 to 5:
1. Mn 0.679
2. O -0.571
3. As -0.214
4. O -0.311
5. O -0.304

***

Density functional theory data (ωB97M-V/def2-TZVPD) for C25H24BBrI2N9OPb as an isolated structure.

Geometry as XYZ:
```
64
C25H24BBrI2N9OPb, DFT ωB97M-V/def2-TZVPD
Pb -1.8599 1.3495 2.4182
C 0.2683 4.1400 1.2693
C -0.3780 3.3432 0.1875
C -0.3112 3.5100 -1.1939
C -1.0797 2.4916 -1.7230
N -1.5771 1.7583 -0.7176
N -1.1479 2.2829 0.4594
B -2.4310 0.4547 -0.8314
N -1.6269 -0.6910 -0.1336
C -1.2386 -1.9080 -0.5259
C -0.6590 -2.5590 0.5509
C -0.7383 -1.6605 1.6128
C -0.3254 -1.8386 3.0332
N -1.3227 -0.5298 1.1798
N -3.7594 0.6074 -0.0486
C -4.9740 0.1234 -0.3582
C -5.8398 0.3787 0.6823
C -5.0680 1.0207 1.6508
C -5.4765 1.5155 2.9961
N -3.8153 1.1496 1.1988
N -2.6851 0.1829 -2.2830
C -3.5567 0.8033 -3.1266
C -3.1944 0.4984 -4.4076
C -2.0447 -0.3136 -4.2745
C -1.2294 -0.9279 -5.3629
N -1.7347 -0.4836 -3.0027
H 1.3515 4.1408 1.1478
H 0.0475 3.7287 2.2557
H -0.0682 5.1757 1.2538
H 0.2177 4.2722 -1.7388
H -1.2965 2.2309 -2.7464
H -1.3792 -2.2127 -1.5482
H -0.2519 -3.5547 0.5633
H 0.5855 -2.4292 3.1116
H -1.0966 -2.3662 3.5983
H -0.1495 -0.8856 3.5358
H -5.1459 -0.3688 -1.3001
H -6.8875 0.1391 0.7302
H -6.3727 2.1288 2.9154
H -4.6987 2.1273 3.4542
H -5.7072 0.6853 3.6639
H -4.3591 1.4228 -2.7601
H -3.6834 0.8068 -5.3152
H -1.7422 -0.8415 -6.3184
H -1.0446 -1.9831 -5.1664
H -0.2632 -0.4304 -5.4543
I 5.4130 2.8826 1.5367
C 5.7659 0.8604 1.2938
C 7.0491 0.3727 1.3904
C 7.3153 -0.9909 1.2331
I 9.2566 -1.5929 1.3942
C 6.2529 -1.9200 0.9712
C 6.4381 -3.2988 0.7901
C 5.3559 -4.1002 0.5304
C 4.0851 -3.5178 0.4563
N 3.8754 -2.2294 0.6281
C 4.9236 -1.4390 0.8748
C 4.6836 -0.0287 1.0318
O 3.5276 0.5733 0.9377
H 7.8610 1.0579 1.5897
H 7.4312 -3.7221 0.8531
H 5.4772 -5.1640 0.3838
H 3.2120 -4.1251 0.2481
Br 1.8258 -0.1023 0.7250
```

Output
Kohn-Sham gap (spin up / spin down) = 0.2622 / 0.1770 Eh
charge = +2
2S+1 = 2
E_tot = -133928.104 eV
energy above the lowest of the compared OMol25 structures with the same formula, charge and spin = 0.00 kJ/mol

Mulliken population analysis, charges in e, atoms 1 to 5:
1. Pb 0.970
2. C -1.249
3. C 0.374
4. C -1.356
5. C 0.165

***

Density functional theory data (ωB97M-V/def2-TZVPD) for C25H24BIInN12S2 as an isolated structure in a non-equilibrium geometry.

Geometry as XYZ:
```
66
C25H24BIInN12S2, DFT ωB97M-V/def2-TZVPD
In -0.6401 0.4080 0.2566
C 2.0917 -2.3886 2.3533
C 1.0125 -1.5116 2.3503
N 0.9068 -0.9227 1.1575
N 1.9115 -1.3811 0.3840
C 2.6354 -2.2685 1.0888
B 2.3366 -0.6633 -0.9448
N 2.4588 0.8443 -0.5902
C 3.5170 1.6712 -0.6660
C 3.1551 2.9038 -0.1642
C 1.8231 2.7499 0.2050
N 1.4064 1.5083 -0.0665
N 1.2141 -0.7989 -2.0146
C 1.2637 -1.0695 -3.3321
C -0.0244 -1.0937 -3.8326
C -0.8323 -0.8004 -2.7462
N -0.0837 -0.6035 -1.6567
N 3.6838 -1.2365 -1.3440
C 4.8757 -1.0632 -0.6939
C 5.8045 -1.8696 -1.2859
C 5.0870 -2.5434 -2.2970
N 3.8271 -2.1620 -2.3176
H 2.4403 -3.0043 3.1635
H 0.3247 -1.2649 3.1449
H 3.4862 -2.7746 0.6648
H 4.4603 1.3529 -1.0751
H 3.7758 3.7773 -0.0709
H 1.1646 3.4796 0.6478
H 2.1892 -1.2488 -3.8376
H -0.3299 -1.3096 -4.8412
H -1.9054 -0.7346 -2.7134
H 4.9761 -0.3962 0.1483
H 6.8415 -1.9917 -1.0231
H 5.4399 -3.2841 -2.9950
C -2.6731 2.9471 -4.3540
S -1.7536 3.7624 -3.0308
C -1.9843 2.6714 -1.7157
S -1.2983 3.0548 -0.1940
N -2.7590 1.6141 -1.8465
N -2.7219 0.6955 -0.8891
C -3.7170 -0.0530 -0.6067
C -3.5040 -1.1988 0.2622
C -4.5453 -2.0792 0.5214
C -4.3019 -3.1983 1.3043
C -3.0196 -3.3985 1.7826
C -2.0335 -2.4644 1.4805
N -2.2627 -1.3785 0.7529
H -2.6732 3.6480 -5.1853
H -2.1713 2.0278 -4.6459
H -3.6886 2.7460 -4.0267
H -4.7029 0.1279 -1.0297
H -5.5252 -1.8897 0.1024
H -5.0934 -3.8999 1.5295
H -2.7717 -4.2635 2.3812
H -1.0234 -2.6117 1.8323
I 1.0868 3.6514 5.0234
C -0.4793 2.6010 4.1175
C -1.7877 2.7249 4.5679
C -2.7853 2.0103 3.9190
C -2.4504 1.2201 2.8360
N -1.1903 1.1094 2.4033
C -0.2178 1.7771 3.0357
H -2.0226 3.3664 5.4064
H -3.8121 2.0725 4.2512
H -3.2014 0.6564 2.2978
H 0.7906 1.6411 2.6606
```

Output
Kohn-Sham gap (spin up / spin down) = 0.2509 / 0.1625 Eh
charge = +2
2S+1 = 2
E_tot = -79805.117 eV

Mulliken population analysis, charges in e, atoms 1 to 5:
1. In 2.217
2. C -1.721
3. C -0.398
4. N -0.168
5. N 0.633

***

Density functional theory data (ωB97M-V/def2-TZVPD) for C25H24Br33FNO5PS as an isolated structure in a non-equilibrium geometry.

Geometry as XYZ:
```
91
C25H24Br33FNO5PS, DFT ωB97M-V/def2-TZVPD
C -3.2479 -0.2610 2.0367
C -1.8858 0.1719 1.2021
C -0.9635 1.3628 1.8532
C 0.4129 1.7734 1.0610
C 0.8033 0.9728 -0.3407
C -0.1236 -0.2271 -1.0135
C 0.3549 -1.0065 -2.4136
C 1.8609 -1.6202 -2.0658
C 3.0690 -0.8004 -2.3634
O 3.0908 0.5316 -2.9914
C 4.5426 -1.4462 -1.9485
O 5.6763 -1.0619 -2.5674
C 4.6347 -2.5584 -0.7052
P 6.2826 -2.6297 0.2616
N 6.8715 -4.1194 0.5001
C 3.4350 -3.3986 -0.4439
S 3.4308 -4.7135 0.8891
O 4.1910 -4.3437 2.1847
O 1.9463 -5.0713 1.2878
F 4.0563 -6.1786 0.1748
C 2.0844 -3.1315 -1.3852
O 1.1698 -4.0987 -1.5741
C -1.5278 -0.6360 -0.2038
H -3.7918 0.7138 2.4300
H -2.8626 -0.9040 2.9632
H -3.9451 -0.8714 1.3118
H -1.2024 1.9499 2.8525
H 1.1653 2.5986 1.4702
H 1.8224 1.3240 -0.8521
H 0.3946 -0.2439 -3.3075
H -0.4370 -1.8419 -2.6355
H 3.6217 1.1212 -2.3800
H 6.0437 -1.9045 1.5170
H 7.2691 -1.8823 -0.5209
H 6.2066 -4.7925 0.0567
H -2.2445 -1.4763 -0.6116
C 2.4194 -8.8058 -1.5647
Br 2.7090 -7.6584 -3.1087
Br 0.5597 -8.7962 -0.9942
Br 3.0728 -10.6121 -1.8726
H 3.0086 -8.3887 -0.7414
C -0.5432 4.5195 5.1147
Br 0.5350 4.5303 3.4957
Br -1.9174 5.8958 5.0786
Br -1.2903 2.7598 5.4751
H 0.1272 4.7587 5.9469
C -2.8266 -4.6509 0.1267
Br -0.9239 -4.9385 0.4112
Br -3.6578 -3.7559 1.6406
Br -3.1759 -3.7202 -1.5454
H -3.2907 -5.6394 0.0454
C 3.6834 4.2046 -3.6346
Br 4.6686 3.8279 -2.0001
Br 4.7245 3.7791 -5.2218
Br 1.9469 3.3279 -3.6514
H 3.4971 5.2835 -3.6542
C -6.0052 5.4209 6.3850
Br -5.7922 3.9078 5.1812
Br -5.4816 4.9771 8.2052
Br -5.0800 7.0022 5.7308
H -7.0729 5.6623 6.4093
C -8.2067 5.8799 1.7682
Br -6.7233 7.0988 2.0810
Br -7.5938 4.0639 1.4360
Br -9.5167 5.9505 3.2046
H -8.7121 6.2184 0.8576
C 2.8513 7.9937 2.6941
Br 0.9595 8.2536 2.3234
Br 3.1361 6.9874 4.3342
Br 3.7817 7.1950 1.1839
H 3.2862 8.9867 2.8487
C -1.2282 -4.5740 -5.0801
Br -1.8065 -5.3404 -6.7719
Br -0.5605 -5.9339 -3.8599
Br 0.0588 -3.1382 -5.3381
H -2.1126 -4.1302 -4.6112
C -1.2031 1.6126 -5.7408
Br 0.5241 1.5948 -6.6355
Br -2.0894 -0.1160 -5.8432
Br -1.0618 2.2461 -3.9069
H -1.8343 2.3279 -6.2784
C -1.5784 -9.5021 2.7726
Br -2.1567 -10.2685 1.0807
Br -0.9107 -10.8620 3.9927
Br -0.2914 -8.0663 2.5145
H -2.4628 -9.0583 3.2415
C -0.0641 8.1241 -1.3591
Br 0.2254 9.2715 -2.9031
Br -1.9238 8.1337 -0.7886
Br 0.5893 6.3178 -1.6670
H 0.5251 8.5412 -0.5358
```

Output
Kohn-Sham gap = 0.1980 Eh
E_tot = -2372262.857 eV

Mulliken population analysis, charges in e, atoms 1 to 5:
1. C -0.857
2. C 0.521
3. C 0.085
4. C -0.206
5. C -0.199

***

Density functional theory data (ωB97M-V/def2-TZVPD) for C25H24ClI2N6O5SZr as an isolated structure in a non-equilibrium geometry.

Geometry as XYZ:
```
65
C25H24ClI2N6O5SZr, DFT ωB97M-V/def2-TZVPD
Zr 0.0405 0.0263 -0.2146
C -1.1553 3.6803 2.5611
C -0.7296 2.3513 2.0285
N -0.0225 2.1909 0.9675
N 0.3738 3.3015 0.2800
C 1.4053 3.2207 -0.6104
N 1.5604 4.3208 -1.3586
S 2.3958 1.8913 -0.6977
C -1.0198 1.0999 2.7659
C -1.3189 1.1106 4.1152
C -1.3844 -0.1009 4.7942
C -1.1613 -1.2687 4.0962
C -0.9094 -1.1909 2.7353
N -0.8394 -0.0374 2.0788
H -1.5465 4.3152 1.7654
H -0.3126 4.1894 3.0364
H -1.9539 3.5732 3.2889
H -0.1399 4.1598 0.4112
H 0.8443 5.0264 -1.4217
H 2.3057 4.3299 -2.0338
H -1.4637 2.0417 4.6421
H -1.5977 -0.1199 5.8541
H -1.1870 -2.2341 4.5802
H -0.7590 -2.0869 2.1459
C 3.1505 0.0049 3.1541
O 2.4465 -1.2020 3.4747
C 2.3442 -2.1529 2.5043
C 2.6073 -3.4689 2.8475
C 2.4835 -4.4988 1.9188
C 2.0991 -4.2132 0.6259
C 1.7928 -2.8973 0.2583
C 1.3960 -2.6334 -1.1120
N 0.9387 -1.5038 -1.5192
N 0.6524 -1.3857 -2.8801
C 0.1963 -0.1963 -3.1077
O 0.0392 0.6891 -2.1357
C -0.1940 0.2204 -4.4657
C -0.4592 1.5634 -4.7178
C -0.8174 1.9709 -5.9933
C -0.9191 1.0369 -7.0148
C -0.6625 -0.3050 -6.7620
C -0.2987 -0.7156 -5.4917
C 1.9052 -1.8641 1.2055
O 1.5616 -0.6131 0.8762
H 3.5270 0.3881 4.0991
H 2.4982 0.7351 2.6794
H 3.9883 -0.2060 2.4875
H 2.9252 -3.6667 3.8633
H 2.7075 -5.5148 2.2113
H 2.0220 -5.0011 -0.1126
H 1.4898 -3.4371 -1.8390
H -0.3857 2.2804 -3.9110
H -1.0201 3.0147 -6.1929
H -1.2007 1.3528 -8.0107
H -0.7476 -1.0319 -7.5586
H -0.0940 -1.7570 -5.2848
Cl -4.0513 -1.6774 2.0470
C -3.4037 -2.5749 0.6534
C -2.6942 -1.5965 -0.2570
O -3.3881 -0.8779 -0.9737
O -1.4084 -1.5181 -0.1927
H -4.2458 -3.0034 0.1188
H -2.7403 -3.3501 1.0255
I -2.8948 1.5565 -1.0524
I -2.5708 4.2595 -1.2752
```

Output
Kohn-Sham gap = 0.2543 Eh
charge = +1
E_tot = -86332.334 eV
energy above the lowest of the compared OMol25 structures with the same formula, charge and spin = 106.77 kJ/mol

Mulliken population analysis, charges in e, atoms 1 to 5:
1. Zr -0.119
2. C -1.769
3. C 0.453
4. N 1.029
5. N -0.757

***

Density functional theory data (ωB97M-V/def2-TZVPD) for C25H24ClN3O7PS2V as an isolated structure in a non-equilibrium geometry.

Geometry as XYZ:
```
64
C25H24ClN3O7PS2V, DFT ωB97M-V/def2-TZVPD
V 0.4420 0.7945 1.3756
O -1.0353 3.2537 3.4115
S 0.2182 3.0698 2.8030
O 1.1933 4.0845 2.9606
O 0.1366 2.5347 1.2971
O 0.7500 1.6499 3.1033
O 0.4089 -3.1103 0.7902
N 0.8684 -2.2004 -0.1637
C 2.0528 -2.3583 -0.5966
C 2.5736 -1.3449 -1.5411
C 3.7406 -1.6487 -2.2305
C 4.2579 -0.7964 -3.1906
C 3.6013 0.3737 -3.4916
C 2.4186 0.6755 -2.8329
C 1.8969 -0.1578 -1.8650
P 0.3071 0.3486 -1.1357
C -1.0075 -0.7468 -1.7093
C -0.6836 -1.6629 -2.7011
C -1.6600 -2.4796 -3.2263
C -2.9562 -2.4116 -2.7289
C -3.2865 -1.5076 -1.7432
C -2.3174 -0.6507 -1.2430
C -0.0592 1.9761 -1.7444
C -1.2092 2.1467 -2.5101
C -1.5919 3.4218 -2.8982
C -0.8391 4.5203 -2.5099
C 0.3030 4.3398 -1.7440
C 0.7033 3.0807 -1.3630
H 1.1184 -3.1611 1.4709
H 2.6964 -3.1895 -0.3120
H 4.2641 -2.5874 -2.0138
H 5.1568 -1.1027 -3.7154
H 3.9615 1.0507 -4.2520
H 1.8928 1.5795 -3.1090
H 0.3300 -1.7066 -3.0969
H -1.4090 -3.1793 -4.0063
H -3.6947 -3.0809 -3.1368
H -4.3035 -1.4502 -1.3700
H -2.5877 0.0799 -0.5044
H -1.7946 1.3080 -2.8453
H -2.4769 3.5637 -3.5184
H -1.1502 5.5147 -2.8178
H 0.9000 5.1949 -1.4425
H 1.6033 2.9477 -0.7769
C -3.5147 0.4086 4.3546
N -2.8646 -0.8020 3.8374
C -3.0416 -2.0880 4.2957
C -2.2762 -2.8832 3.5275
N -1.6700 -2.0876 2.5728
C -2.0401 -0.8235 2.7740
S -1.8328 0.5740 1.7840
H -3.7904 0.2308 5.3841
H -4.3760 0.6523 3.7511
H -2.7814 1.2298 4.3481
H -3.6604 -2.3022 5.1636
H -2.1244 -3.9404 3.6003
H -1.0322 -2.4028 1.8273
Cl 3.0589 1.3394 1.1795
C 3.4985 0.0210 2.3530
C 2.5365 -1.2068 2.2500
O 3.0038 -2.3438 2.2611
O 1.2560 -0.7961 2.1315
H 3.3983 0.4871 3.3231
H 4.5197 -0.2419 2.1554
```

Output
Kohn-Sham gap (spin up / spin down) = 0.2482 / 0.2716 Eh
charge = +1
2S+1 = 2
E_tot = -114281.371 eV
energy above the lowest of the compared OMol25 structures with the same formula, charge and spin = 0.00 kJ/mol

Mulliken population analysis, charges in e, atoms 1 to 5:
1. V 0.943
2. O -0.524
3. S 1.153
4. O -0.606
5. O -0.235

***

Density functional theory data (ωB97M-V/def2-TZVPD) for one molecule with the formula C25H24ClN5O2.

Geometry as XYZ:
```
57
C25H24ClN5O2, DFT ωB97M-V/def2-TZVPD
O -4.9493 0.1930 -0.2954
C -3.8034 0.4173 -0.6472
N -3.0792 -0.4074 -1.4201
C -3.4417 -1.7964 -1.5716
H -4.5255 -1.8689 -1.6799
H -2.9558 -2.1792 -2.4702
C -2.9894 -2.5820 -0.3223
N -1.6264 -2.2087 -0.0065
C -0.5934 -3.0518 -0.5589
C 0.7158 -2.2684 -0.5504
N 1.0612 -1.8245 0.7914
C 2.3449 -1.2858 0.9436
C 3.4556 -2.0064 0.4924
C 4.7367 -1.5216 0.6549
C 4.9573 -0.3062 1.2817
C 3.8716 0.4099 1.7482
C 2.5836 -0.0666 1.5814
H 1.7670 0.5352 1.9474
H 4.0202 1.3594 2.2419
H 5.9600 0.0729 1.4058
H 5.5733 -2.1023 0.2937
H 3.3175 -2.9697 0.0255
C -0.0303 -1.1131 1.4262
C -1.3161 -1.9378 1.3757
H -2.1245 -1.3573 1.8254
H -1.1783 -2.8650 1.9607
H 0.2347 -0.9319 2.4700
H -0.2263 -0.1490 0.9306
H 1.5153 -2.8937 -0.9446
H 0.5954 -1.3969 -1.2108
H -0.8449 -3.3107 -1.5890
H -0.4747 -3.9854 0.0206
H -3.6382 -2.2931 0.5067
H -3.1078 -3.6614 -0.4909
H -2.0990 -0.1603 -1.5409
C -3.1117 1.6750 -0.1826
C -3.8619 2.5239 0.5830
C -3.2853 3.6470 1.2089
C -1.9486 3.8292 1.1070
N -1.1685 2.9960 0.3596
C -1.7153 1.9501 -0.3811
N -0.9980 1.2522 -1.2141
C 0.3339 1.4726 -1.3267
C 1.0793 0.7341 -2.2623
C 2.4446 0.8549 -2.3094
C 3.1053 1.7252 -1.4349
C 2.4000 2.5064 -0.5509
C 1.0068 2.3919 -0.4991
C 0.2408 3.2331 0.3929
O 0.6847 4.0920 1.1228
H 2.8894 3.2083 0.1055
Cl 4.8232 1.8196 -1.4898
H 3.0219 0.2785 -3.0153
H 0.5539 0.0830 -2.9436
H -1.4042 4.6206 1.6022
H -3.8869 4.3264 1.7885
H -4.9091 2.2936 0.7145
```

Output
Kohn-Sham gap = 0.2659 Eh
E_tot = -50384.077 eV
energy above the lowest of the compared OMol25 structures with the same formula, charge and spin = 0.00 kJ/mol

Mulliken population analysis, charges in e, atoms 1 to 5:
1. O -0.729
2. C 0.084
3. N -0.195
4. C -1.050
5. H 0.501